(1)
The following is a quantum chemistry calculation of a molecular structure, C19H44Br3N4O8P, from the OMol25 dataset.

Summary:
- Orbital gap: 8.50 eV
- Energy relative to the best compared isomer or geometry (same formula, charge and spin): 2.1684 eV

Geometry as ORCA input:
```
! RIJCOSX wB97M-V def2-TZVPD def2/J DEFGRID3
* xyz 0 1
C -0.381 -4.117 2.299
O 0.162 -5.178 2.009
N 0.253 -3.008 2.569
C -0.419 -1.732 2.843
C 1.720 -2.984 2.689
H -1.461 -3.904 2.347
H -0.085 -1.333 3.800
H -1.493 -1.913 2.901
H -0.387 -0.978 2.057
H 2.195 -3.965 2.716
H 2.203 -2.615 1.784
H 2.014 -2.278 3.466
C 0.031 -2.725 -1.572
O 0.031 -1.768 -0.816
N -1.070 -3.534 -1.697
C -0.976 -4.706 -2.641
C -2.361 -3.384 -0.986
H 0.910 -3.069 -2.139
H -1.767 -4.612 -3.386
H -1.268 -5.635 -2.152
H -0.047 -4.771 -3.208
H -2.315 -2.650 -0.180
H -3.002 -2.891 -1.717
H -2.801 -4.335 -0.687
C -7.415 -3.800 -0.434
O -7.855 -4.867 -0.898
N -6.464 -3.112 -1.074
C -5.757 -1.949 -0.555
C -6.157 -3.436 -2.416
H -7.618 -3.322 0.537
H -5.975 -1.117 -1.225
H -4.718 -2.266 -0.467
H -6.114 -1.617 0.420
H -6.710 -2.660 -2.944
H -5.111 -3.316 -2.697
H -6.656 -4.338 -2.771
C 3.391 1.309 4.239
O 4.527 1.124 3.816
N 2.277 1.151 3.480
C 0.912 1.329 3.960
C 2.410 0.982 2.069
H 3.213 1.576 5.292
H 0.056 0.846 3.488
H 0.714 2.399 4.022
H 0.848 1.034 5.007
H 2.094 1.874 1.529
H 3.435 0.733 1.794
H 1.768 0.139 1.818
C -2.129 0.784 0.109
Br -1.244 2.037 1.353
Br -2.255 1.547 -1.699
Br -4.022 0.440 0.770
H -1.536 -0.130 0.073
C 1.089 0.992 -2.674
C 2.221 1.262 -1.737
O 1.913 2.438 -0.931
P 2.820 3.765 -1.161
O 2.861 4.254 -2.531
O 2.232 4.781 -0.027
C 0.934 5.271 -0.050
C 0.991 6.652 -0.710
O 4.282 3.395 -0.577
C 5.318 3.087 -1.413
C 6.078 4.316 -1.833
H 0.936 1.848 -3.332
H 1.298 0.175 -3.365
H 0.114 0.731 -2.261
H 2.364 0.394 -1.092
H 3.077 1.324 -2.408
H 0.233 4.493 -0.353
H 0.618 5.435 0.981
H 1.867 7.181 -0.335
H 1.034 6.562 -1.795
H 0.196 7.300 -0.340
H 6.068 2.486 -0.899
H 4.984 2.558 -2.306
H 6.228 4.879 -0.912
H 7.071 4.187 -2.263
H 5.576 4.945 -2.569
*
```

---

(2)
The following is a quantum chemistry calculation of 11 unconnected molecules or ions with the total composition C34H61Cl4N7O13, from the OMol25 dataset.

Summary:
- Orbital gap: 1.13 eV

Geometry as ORCA input:
```
! RIJCOSX wB97M-V def2-TZVPD def2/J DEFGRID3
* xyz -4 1
C -11.657 2.879 -21.840
C -11.985 3.580 -20.529
N -13.077 2.913 -19.850
C -13.100 1.518 -19.604
C -14.196 1.270 -18.866
N -15.027 2.399 -18.916
C -14.258 3.419 -19.442
C -16.381 2.490 -18.428
H -12.555 2.698 -22.440
H -11.187 1.895 -21.818
H -11.047 3.444 -22.548
H -12.169 4.638 -20.710
H -11.095 3.545 -19.898
H -12.341 0.834 -19.948
H -14.508 0.408 -18.296
H -14.677 4.407 -19.590
H -17.007 1.829 -19.028
H -16.638 3.526 -18.632
H -16.474 2.262 -17.368
C -14.238 9.161 -19.749
C -14.468 7.657 -19.966
O -14.203 6.881 -18.867
H -14.759 9.793 -20.480
H -13.189 9.474 -19.730
H -14.603 9.563 -18.799
H -13.969 7.260 -20.861
H -15.537 7.630 -20.268
C -13.621 2.417 -15.664
C -13.389 3.697 -16.062
C -12.062 4.100 -16.621
O -11.774 5.307 -16.911
C -11.027 3.167 -16.826
C -11.164 1.742 -16.537
C -12.568 1.404 -15.728
O -12.658 0.293 -15.185
O -10.486 0.864 -17.054
O -14.446 4.450 -16.048
H -14.596 2.129 -15.291
H -10.047 3.453 -17.183
C -12.312 -2.146 -18.122
O -11.774 -1.412 -18.982
O -11.489 -2.640 -17.261
O -13.438 -1.909 -17.620
Cl -18.620 5.601 -18.091
C -17.475 6.921 -17.583
C -18.199 7.984 -16.698
Cl -19.271 7.160 -15.482
H -16.973 7.282 -18.479
H -16.678 6.471 -16.989
H -18.839 8.679 -17.239
H -17.449 8.638 -16.254
Cl -13.824 6.163 -23.673
C -12.567 6.153 -24.936
C -13.177 5.886 -26.271
Cl -13.712 7.351 -27.110
H -11.875 5.348 -24.689
H -12.066 7.118 -24.881
H -14.008 5.210 -26.077
H -12.417 5.322 -26.812
C -8.889 5.467 -20.662
O -8.106 4.552 -20.456
N -9.238 5.857 -21.925
C -9.924 7.119 -22.086
C -8.737 5.239 -23.133
H -9.358 6.010 -19.828
H -9.315 8.003 -22.297
H -10.463 7.325 -21.161
H -10.596 7.020 -22.940
H -8.155 4.355 -22.893
H -9.553 5.028 -23.828
H -8.198 5.983 -23.728
C -14.941 -2.208 -20.960
O -15.850 -3.004 -20.797
N -14.702 -1.576 -22.150
C -13.576 -0.747 -22.395
C -15.675 -1.658 -23.237
H -14.214 -1.964 -20.169
H -13.033 -0.986 -23.317
H -12.769 -0.680 -21.665
H -13.873 0.285 -22.607
H -16.665 -1.730 -22.781
H -15.703 -0.749 -23.836
H -15.600 -2.584 -23.811
C -10.667 3.660 -26.357
O -11.118 3.693 -25.201
N -10.739 2.668 -27.236
C -9.881 2.662 -28.401
C -11.381 1.376 -26.919
H -10.167 4.520 -26.830
H -9.065 1.989 -28.123
H -9.353 3.596 -28.585
H -10.402 2.290 -29.281
H -10.540 0.690 -27.036
H -11.768 1.205 -25.916
H -12.221 1.197 -27.590
C -16.238 5.879 -13.517
O -15.585 6.309 -12.588
N -16.713 4.627 -13.650
C -17.606 4.292 -14.737
C -16.418 3.483 -12.816
H -16.582 6.490 -14.366
H -17.202 3.367 -15.156
H -17.726 4.933 -15.606
H -18.601 4.081 -14.335
H -17.369 3.135 -12.386
H -16.202 2.579 -13.384
H -15.802 3.720 -11.953
C -8.524 1.081 -20.627
O -9.030 0.598 -19.631
N -8.918 0.855 -21.910
C -8.297 1.510 -23.095
C -9.901 -0.155 -22.183
H -7.679 1.766 -20.455
H -7.626 2.347 -22.914
H -9.030 1.662 -23.885
H -7.561 0.802 -23.494
H -9.505 -1.043 -22.690
H -10.305 -0.588 -21.266
H -10.665 0.214 -22.871
*
```

---

(3)
The following is a quantum chemistry calculation of a molecular structure, C8H23NO8SV, from the OMol25 dataset.

Summary:
- Orbital gap (alpha / beta): 6.19 / 7.75 eV
- <S²>: 3.75
- Energy relative to the best compared isomer or geometry (same formula, charge and spin): 0.0000 eV

Geometry as ORCA input:
```
! RIJCOSX wB97M-V def2-TZVPD def2/J DEFGRID3
* xyz 0 4
V -0.061 -0.504 -0.065
S -1.159 -2.480 -1.588
O 0.013 -1.530 -1.887
O -0.726 -3.860 -1.678
O -1.422 -2.088 -0.138
O -2.302 -2.147 -2.420
C 1.243 -3.299 0.871
O 1.243 -1.872 1.119
H 1.372 -3.842 1.808
H 0.305 -3.566 0.398
H 2.060 -3.544 0.191
H 1.633 -1.719 1.983
C 1.719 1.582 2.081
O 0.542 0.813 1.825
H 2.091 1.396 3.093
H 2.469 1.259 1.367
H 1.520 2.649 1.971
H -0.132 1.063 2.464
C -2.842 -0.538 1.828
O -2.058 0.294 0.996
C -2.763 1.370 0.410
C -1.710 2.200 -0.304
N -0.891 1.351 -1.167
C 0.262 2.095 -1.705
C 1.416 1.179 -2.055
O 1.769 0.420 -0.892
C 2.980 -0.285 -1.084
H -2.171 -1.273 2.264
H -3.604 -1.051 1.241
H -3.300 0.056 2.631
H -3.257 1.980 1.176
H -3.512 0.969 -0.284
H -1.051 2.602 0.466
H -2.189 3.027 -0.842
H -1.429 0.999 -1.957
H 0.618 2.793 -0.946
H -0.003 2.662 -2.604
H 2.285 1.789 -2.335
H 1.188 0.485 -2.867
H 3.832 0.389 -0.941
H 3.003 -0.736 -2.077
H 3.017 -1.087 -0.348
*
```

---

(4)
The following is a quantum chemistry calculation of a molecular structure, C2HClNO2, from the OMol25 dataset.

Summary:
- Orbital gap: 9.42 eV
- Energy relative to the best compared isomer or geometry (same formula, charge and spin): 0.4703 eV

Geometry as ORCA input:
```
! RIJCOSX wB97M-V def2-TZVPD def2/J DEFGRID3
* xyz -1 1
C -0.798 -0.879 1.697
C 0.824 -1.241 -1.775
N -0.219 0.041 1.255
O 1.767 -1.499 -1.105
O -0.012 -1.579 -2.535
Cl 0.634 0.988 -1.395
H 0.088 0.817 0.691
*
```

---

(5)
The following is a quantum chemistry calculation of a molecular structure, C33H34BN10O2Tc, from the OMol25 dataset.

Summary:
- Orbital gap (alpha / beta): 6.11 / 5.54 eV
- <S²>: 0.86

Geometry as ORCA input:
```
! RIJCOSX wB97M-V def2-TZVPD def2/J DEFGRID3
* xyz 1 2
Tc -0.096 0.513 -0.248
O 0.974 3.840 1.738
C 0.867 2.953 0.932
N -0.276 2.398 0.436
C -1.198 3.230 -0.151
C -1.403 4.581 0.134
C -2.261 5.325 -0.650
C -2.913 4.742 -1.731
C -2.736 3.404 -2.018
C -1.888 2.617 -1.235
N -1.662 1.257 -1.368
C -2.497 0.588 -2.247
O -2.837 0.980 -3.343
C -3.086 -0.659 -1.660
C -4.461 -0.852 -1.773
C -5.015 -1.968 -1.167
C -4.180 -2.864 -0.515
C -2.821 -2.588 -0.480
N -2.295 -1.502 -1.021
C 2.124 2.277 0.264
C 4.611 2.862 -0.155
C 4.769 2.014 -1.360
C 3.818 1.456 -2.128
C 2.390 1.396 -1.965
N 1.620 1.685 -0.979
H -0.901 5.032 0.977
H -2.429 6.367 -0.423
H -3.572 5.330 -2.350
H -3.243 2.962 -2.860
H -5.059 -0.139 -2.317
H -6.079 -2.145 -1.210
H -4.577 -3.751 -0.046
H -2.121 -3.261 -0.002
H 5.003 2.314 0.708
H 5.802 1.861 -1.649
H 4.145 0.930 -3.016
H 1.867 0.958 -2.810
C 3.194 3.354 0.104
C 2.427 1.082 1.113
C 3.415 0.559 1.939
C 3.000 -0.742 2.225
C 3.707 -1.781 3.006
N 1.823 -0.948 1.610
N 1.483 0.153 0.956
B 0.844 -2.115 1.366
N -0.532 -1.599 1.820
N -1.133 -0.531 1.248
C -2.279 -0.309 1.899
C -3.223 0.792 1.588
C -2.421 -1.268 2.901
C -1.289 -2.063 2.829
C -0.883 -3.190 3.707
N 0.800 -2.344 -0.154
N 0.442 -1.378 -1.031
C 0.478 -1.908 -2.258
C 0.116 -1.175 -3.497
C 0.866 -3.244 -2.164
C 1.058 -3.488 -0.815
C 1.472 -4.750 -0.155
H 5.262 3.737 -0.269
H 3.178 3.953 1.015
H 2.884 4.007 -0.717
H 4.304 1.022 2.309
H 4.638 -1.384 3.400
H 3.932 -2.634 2.369
H 3.092 -2.129 3.834
H 1.158 -3.092 1.932
H -3.007 1.233 0.622
H -3.156 1.574 2.343
H -4.240 0.408 1.596
H -3.227 -1.362 3.597
H -1.632 -3.349 4.477
H 0.068 -2.964 4.187
H -0.762 -4.114 3.147
H -0.127 -0.137 -3.281
H -0.756 -1.638 -3.958
H 0.929 -1.221 -4.222
H 0.978 -3.942 -2.965
H 1.617 -5.525 -0.901
H 0.715 -5.084 0.552
H 2.403 -4.607 0.389
*
```

---

(6)
The following is a quantum chemistry calculation of a single C4H2O2 molecule, from the OMol25 dataset.

Summary:
- Orbital gap: 9.59 eV
- Energy relative to the best compared isomer or geometry (same formula, charge and spin): 0.9977 eV
- SMILES string: C#CC(=O)C=O

Geometry as ORCA input:
```
! RIJCOSX wB97M-V def2-TZVPD def2/J DEFGRID3
* xyz 0 1
C -0.702 0.341 -1.486
C -0.550 -0.641 -0.790
C 0.065 -1.011 0.487
O 0.195 -2.055 1.062
C 0.531 0.402 0.900
O -0.096 1.104 1.645
H -0.868 1.204 -2.091
H 1.416 0.735 0.316
*
```

---

(7)
The following is a quantum chemistry calculation of a single C21H31BrN4O2 molecule, from the OMol25 dataset.

Summary:
- Orbital gap: 8.66 eV
- Energy relative to the best compared isomer or geometry (same formula, charge and spin): 0.0559 eV
- SMILES string: CCN1CCC[C@@H]1CN1C[C@H](C(=O)Nc2ccc(Br)cc2NC(C)C)CC1=O

Geometry as ORCA input:
```
! RIJCOSX wB97M-V def2-TZVPD def2/J DEFGRID3
* xyz 0 1
C 7.029 -0.626 -3.083
C 5.582 -0.378 -2.692
N 5.436 0.727 -1.758
C 5.795 2.017 -2.335
C 5.262 3.027 -1.327
C 4.013 2.340 -0.742
C 4.065 0.898 -1.276
C 3.722 -0.129 -0.204
N 2.368 0.027 0.298
C 1.240 0.345 -0.560
C 0.045 0.316 0.404
C -1.041 1.289 -0.023
O -0.788 2.451 -0.267
N -2.296 0.757 -0.079
C -3.480 1.427 -0.474
C -3.485 2.404 -1.453
C -4.677 2.984 -1.865
C -5.854 2.551 -1.288
Br -7.501 3.309 -1.845
C -5.873 1.584 -0.297
C -4.678 1.021 0.140
N -4.611 0.022 1.117
C -5.782 -0.323 1.923
C -6.168 0.783 2.902
C -5.488 -1.624 2.653
C 0.671 0.707 1.745
C 2.129 0.303 1.614
O 2.943 0.254 2.512
H 7.104 -1.521 -3.702
H 7.442 0.205 -3.656
H 7.644 -0.767 -2.194
H 4.974 -0.196 -3.597
H 5.186 -1.281 -2.223
H 6.872 2.094 -2.485
H 5.307 2.156 -3.317
H 6.001 3.202 -0.546
H 5.039 3.985 -1.793
H 4.039 2.339 0.349
H 3.093 2.841 -1.041
H 3.365 0.793 -2.125
H 3.843 -1.144 -0.594
H 4.398 -0.012 0.641
H 1.337 1.338 -1.005
H 1.139 -0.390 -1.361
H -0.347 -0.702 0.463
H -2.394 -0.231 0.099
H -2.549 2.714 -1.892
H -4.684 3.749 -2.627
H -6.817 1.292 0.138
H -3.784 0.122 1.693
H -6.605 -0.503 1.228
H -7.088 0.528 3.432
H -5.378 0.914 3.646
H -6.318 1.738 2.399
H -6.342 -1.926 3.260
H -5.259 -2.423 1.948
H -4.633 -1.500 3.323
H 0.642 1.790 1.885
H 0.213 0.233 2.610
*
```

---

(8)
The following is a quantum chemistry calculation of a single C6H10 molecule, from the OMol25 dataset.

Summary:
- Orbital gap: 9.81 eV
- Energy relative to the best compared isomer or geometry (same formula, charge and spin): 2.6539 eV
- SMILES string: C=CCC(=C)C

Geometry as ORCA input:
```
! RIJCOSX wB97M-V def2-TZVPD def2/J DEFGRID3
* xyz 0 1
C 1.534 -0.879 -1.233
C 1.634 -0.329 -0.008
C 0.672 0.743 0.535
C -0.808 0.367 0.377
C -1.527 0.167 1.483
C -1.311 0.015 -1.025
H 1.568 -0.289 -2.143
H 1.441 -1.978 -1.287
H 2.032 -1.036 0.720
H 0.833 0.789 1.628
H 0.837 1.762 0.205
H -2.342 -0.530 1.656
H -1.153 0.461 2.454
H -2.383 0.215 -1.028
H -0.867 0.697 -1.730
H -1.154 -1.050 -1.176
*
```

---

(9)
The following is a quantum chemistry calculation of 2 unconnected molecules or ions with the total composition C3H6FN2O, from the OMol25 dataset.

Summary:
- Orbital gap: 11.04 eV
- Energy relative to the best compared isomer or geometry (same formula, charge and spin): 0.5075 eV

Geometry as ORCA input:
```
! RIJCOSX wB97M-V def2-TZVPD def2/J DEFGRID3
* xyz 1 1
C 1.483 -0.400 -1.672
C -0.874 0.392 0.148
C -1.034 -0.933 -0.326
N 0.879 -1.241 -2.222
N 0.115 0.611 1.118
O 1.830 0.499 -1.021
F -1.925 -1.149 -1.339
H -1.304 1.216 -0.267
H -0.497 -1.833 -0.058
H 1.114 -2.027 -2.814
H -0.212 1.267 1.795
H 0.844 1.200 0.796
H 0.508 -0.219 1.585
*
```

---

Going through the records in order, we get strongest force on any atom values of 3.80 6.24 1.09 2.45 1.93 0.76 0.30 2.02 7.68 eV Å⁻¹.